# C22H42MoN6O2P2S2

C22H42MoN6O2P2S2 as an isolated structure in a non-equilibrium geometry (the ωB97M-V functional and the def2-TZVPD basis, the OMol25 dataset).

```
77
Properties=species:S:1:pos:R:3:lowdin_spin:R:1
Mo 0.48463 -0.98924 -0.79829 0.97
S 1.24453 -1.83460 1.34542 0.08
S 2.86452 -1.09255 -1.28864 -0.01
P -1.40960 1.63174 0.20836 -0.01
P 3.10453 -2.10769 0.48642 0.01
O 3.28323 -3.61991 0.23623 0.00
O 4.35128 -1.63638 1.26181 0.01
N 0.42717 -0.98088 -2.96387 0.01
N -0.04518 -2.18099 -4.78440 0.00
N -2.22531 -4.85875 -2.08142 0.00
N -0.74632 -2.66792 -1.27956 0.00
N -0.67276 0.21582 -0.27875 -0.09
N 0.63193 -1.07068 -5.09731 0.00
C 4.31480 0.12944 2.96405 0.00
C 4.79682 -0.27660 1.59246 0.00
C -3.96513 1.12323 -0.87077 0.00
C -3.10343 3.46390 -1.10340 0.00
C -2.15108 -4.51424 -0.80279 0.00
C -0.53508 4.17749 0.96518 0.00
C -0.00710 2.93418 0.24316 0.00
C 4.37383 -4.51810 0.72706 0.00
C -2.16315 1.57624 -2.49991 0.00
C -2.14356 1.23569 1.91218 0.00
C -1.58144 -4.12501 -2.97319 0.00
C 1.24042 2.40684 0.95982 0.00
C -0.83611 -3.01607 -2.58225 0.00
C 4.26260 -4.78542 2.20697 0.00
C -2.88635 -0.11283 1.83644 0.00
C -3.08805 2.36288 2.33397 0.00
C -0.15774 -2.11227 -3.49052 0.00
C 0.40634 3.26345 -1.19407 0.00
C -2.72581 1.98191 -1.13328 0.00
C -1.40517 -3.41830 -0.38554 0.01
C 0.92411 -0.34903 -4.02072 0.01
C -1.00333 1.10853 2.92776 0.00
H 5.88105 -0.33463 1.55433 0.00
H 4.21611 -5.41592 0.13891 0.00
H -1.24282 2.09627 -2.75452 0.00
H -0.51741 2.06096 3.13101 0.00
H -2.37358 -0.83562 1.20010 0.00
H -0.38729 3.71363 -1.78484 0.00
H -2.69276 -5.12631 -0.09228 0.00
H -3.52887 2.08643 3.29359 0.00
H 5.32577 -4.06591 0.45846 0.00
H 4.80717 1.06155 3.24120 0.00
H -3.91160 -0.00245 1.49767 0.00
H 1.47259 0.57972 -4.02028 0.00
H -1.32776 -3.14520 0.65743 0.00
H 0.18417 4.98986 0.84883 0.00
H 4.42216 -3.88139 2.79089 0.00
H 2.01641 3.16978 0.87780 0.00
H -4.50289 1.41753 0.02666 0.00
H -3.44387 3.78787 -0.11920 0.00
H 3.23506 0.28806 2.98337 0.00
H 4.57882 -0.62093 3.70788 0.00
H 0.85336 -0.88101 -6.06819 0.00
H 1.21986 3.98948 -1.15614 0.00
H -1.48705 4.52486 0.56353 0.00
H -0.26631 0.36182 2.62825 0.00
H -2.29706 4.11764 -1.43025 0.00
H 0.78506 2.37334 -1.70603 0.00
H 4.44773 0.40257 0.81292 0.00
H -3.72729 0.06041 -0.82853 0.00
H -2.90752 1.83526 -3.25470 0.00
H -0.64967 4.00370 2.03499 0.00
H 3.29505 -5.21776 2.46140 0.00
H -1.44145 0.77711 3.87045 0.00
H -3.90681 2.51712 1.63345 0.00
H 1.08449 2.21198 2.01580 0.00
H 1.62282 1.50612 0.48174 0.00
H -4.65033 1.26849 -1.70827 0.00
H -1.64593 -4.40075 -4.01960 0.00
H -2.56744 3.31052 2.47071 0.00
H -3.93490 3.60849 -1.79569 0.00
H -2.92860 -0.53467 2.84123 0.00
H 5.03496 -5.50186 2.48672 0.00
H -2.00245 0.49997 -2.54937 0.00
```

- 2S+1: 2
- Frontier orbital gap (alpha / beta): 0.283 / 0.278 Eh
- Total charge: +3
- E_LUMO (alpha / beta): -10.36 / -10.77 eV

***

# C22H42N4O7P2SV

C22H42N4O7P2SV as an isolated structure (the ωB97M-V functional and the def2-TZVPD basis, the OMol25 dataset).

```
79
Properties=species:S:1:pos:R:3:lowdin_spin:R:1
V 0.13224 -0.14733 0.08908 2.11
S 0.30246 2.30555 -0.47774 0.00
P 2.25754 0.14225 1.74565 0.00
P 0.94590 -2.18038 2.69509 0.00
O 1.26566 -3.71936 2.80286 0.00
O 2.67093 -0.91258 4.17125 0.00
O 2.28917 -0.20072 0.27377 0.02
O 0.24084 -1.85456 1.42306 0.01
O 0.13319 -1.77442 3.96987 0.00
O 3.45895 1.09182 2.19966 0.00
O 0.90351 0.70469 2.11642 0.01
N 3.62822 3.82210 0.89480 0.00
N 2.84796 3.17450 -0.01943 0.00
N 1.58070 3.54026 1.62473 0.00
N 0.51584 3.55593 2.52045 0.00
C 1.59921 2.98260 0.39107 0.00
C 3.19036 4.69053 3.17670 0.00
C -0.23578 -0.63488 -2.11884 -0.02
C -2.06194 -0.31732 -0.74658 0.00
C -3.53408 -0.84056 1.21685 0.00
C -0.46846 1.70275 -3.76666 0.00
C 0.16360 -3.48502 -3.10712 0.00
C 1.85997 -2.96525 -1.35143 0.00
C -1.29953 0.27228 -1.82409 -0.06
C -4.53788 0.23820 -0.75383 0.00
C -2.36176 2.61133 -2.44546 0.00
C -0.21540 -4.24266 -0.77100 0.00
C -3.25632 0.16380 0.08743 0.00
C 0.36247 -3.11599 -1.62826 0.00
C -1.67233 1.31929 -2.89118 -0.01
C -1.50478 -1.59898 -0.53743 -0.04
C -0.38722 -1.81875 -1.38451 -0.03
C 3.73326 -2.16644 2.34528 0.00
C 2.83183 4.03587 1.90083 0.00
C 2.55442 -1.32523 2.80823 0.00
C -2.65052 0.54816 -3.80728 -0.01
C -2.96368 1.50423 0.77494 0.01
H 3.59253 -2.51045 1.32102 0.00
H -2.67890 2.28863 0.08176 0.00
H 3.04728 3.99893 4.00634 0.00
H -0.26661 4.02121 2.07113 0.00
H 2.28636 -2.12817 -1.90661 0.00
H -3.84826 1.83314 1.32396 0.00
H 0.62265 -2.74563 -3.76473 0.00
H -1.71565 3.24486 -1.84115 0.00
H -2.65649 -0.99349 1.85034 0.00
H -1.85046 -2.30161 0.19851 0.00
H -2.92267 1.18066 -4.65417 0.00
H -1.25953 -4.43742 -1.02261 0.00
H -5.38635 0.45176 -0.10134 0.00
H -0.89733 -3.55051 -3.35479 0.00
H -4.50939 1.01210 -1.51548 0.00
H 0.69993 -4.30928 2.28722 0.00
H 4.64399 -1.56547 2.38041 0.00
H -3.86504 -1.80700 0.83369 0.00
H -2.62585 3.17480 -3.34176 0.00
H -2.14742 1.38724 1.49493 0.00
H -4.33314 -0.44782 1.84620 0.00
H 0.62421 -4.45243 -3.31445 0.00
H 3.85537 -3.02846 2.99851 0.00
H -0.79027 2.45713 -4.48532 0.00
H -0.16683 -3.99075 0.28864 0.00
H -0.09940 0.85438 -4.34326 0.00
H 2.55155 5.55468 3.35291 0.00
H 3.21223 2.92143 -0.92411 0.00
H 4.22958 5.00417 3.13316 0.00
H -3.56193 0.26525 -3.28381 0.00
H 0.35208 2.11901 -3.18621 0.00
H 2.04224 -2.78448 -0.29271 0.00
H 2.38582 -3.87478 -1.64774 0.00
H 0.34738 -5.16163 -0.94055 0.00
H 0.66912 -1.29051 4.62097 0.00
H 3.43717 -0.33145 4.26163 0.00
H -4.72702 -0.71681 -1.24804 0.00
H 4.06282 1.36062 1.49380 0.00
H -2.18403 -0.35895 -4.19534 0.00
H 0.26806 2.57963 2.68367 0.00
H -3.28245 2.43250 -1.90057 0.00
H 0.52607 -0.46075 -2.86126 0.00
```

- 2S+1: 3
- Frontier orbital gap (alpha / beta): 0.318 / 0.340 Eh
- Total charge: +1
- E_LUMO (alpha / beta): -2.86 / -2.09 eV
- ΔE to the lowest compared entry with this formula, charge and spin: 13.51 kcal per mole

***

- Among the records above, which one has the lowest 2S+1?
  C22H42MoN6O2P2S2

***

- Which of these has the lowest 2S+1?
  C22H42MoN6O2P2S2